No. 1
Here is 7 unconnected molecules or ions with the total composition C13H31Cl12O12P3 from OMol25. Energies are from wB97M-V/def2-TZVPD.

Output
**Molecular weight**: 897.7 g/mol
**Multiplicity**: 1
**ΔE to the lowest compared entry with this formula, charge and spin**: 15.7 kcal per mole
**Structure (SMILES)**: COP(=O)(OC)OC.COP(=O)(OC)OC.COP(=O)(OC)OC.ClC(Cl)Cl.ClC(Cl)Cl.ClC(Cl)Cl.ClC(Cl)Cl

CARTESIAN COORDINATES (ANGSTROEM)
H  1.27267  -1.40272  -4.11808
H  -2.75522  1.80317  -6.98098
H  -3.25084  5.40862  5.36894
H  0.34779  -6.46872  -2.50687
H  2.64864  -1.41065  0.50662
Cl  -1.55976  -2.60710  -1.77143
Cl  -3.80016  -1.07499  -0.98299
H  0.24554  0.88267  -8.64763
Cl  2.47324  0.66267  1.39962
H  0.57368  1.90559  1.60231
Cl  -3.30046  -4.16177  1.13703
C  2.01789  -2.01847  -0.13763
H  -0.57235  -6.18826  -1.05851
Cl  -3.34517  -1.61980  2.50286
Cl  -0.17274  -0.16866  2.20897
C  0.74771  0.92180  1.19715
H  2.25628  -1.71960  -1.17021
C  1.24793  -6.51409  1.73407
H  -3.10697  1.23159  -5.34261
Cl  3.80475  4.88414  -1.09365
Cl  2.29969  5.95305  1.10674
O  -1.97369  4.10280  4.42587
O  -0.46506  2.67518  5.81864
Cl  0.26955  0.84578  -0.46203
O  1.06984  -4.88721  -1.40183
C  1.13589  -0.34980  -3.87374
C  0.63488  1.71484  -8.06206
H  0.20670  -6.60047  1.45177
O  0.08520  4.95673  5.41561
C  -0.04620  -5.66806  -1.86594
H  1.67715  1.87351  -8.33931
O  0.55864  1.46956  -6.63049
C  -0.74582  1.27799  5.62153
H  -0.28912  0.82128  4.73375
C  1.26481  4.86116  6.27391
Cl  -1.39702  -3.67820  3.24960
P  1.21514  -4.48882  0.12784
H  -0.38947  0.77779  6.51905
H  -1.66304  -0.28079  -1.55466
O  0.03201  0.21136  -4.57820
O  2.35253  -3.42322  0.02658
C  3.16819  4.54631  0.49915
H  -3.69976  3.73404  5.52814
C  -2.83899  4.40557  5.51291
H  1.76456  -7.46350  1.75275
Cl  -2.64811  -0.59502  -3.61470
C  -2.30372  -2.93448  1.92550
Cl  4.44769  4.03958  1.61308
H  1.31737  -6.03459  2.70692
H  0.96401  -1.81552  0.03554
H  -1.56530  -2.53686  1.24538
H  0.99577  -0.18305  -2.81458
H  -1.82134  1.06365  5.54747
H  1.97494  5.60968  5.93881
O  0.24754  3.32655  3.49169
O  1.96266  -5.71660  0.78161
C  -2.33551  -1.03716  -1.91840
P  -0.47547  3.72067  4.68158
H  2.48479  3.71361  0.44007
H  1.73331  3.87807  6.19910
O  0.57479  -1.10757  -6.72145
H  -2.34253  4.36725  6.47951
H  -1.62845  2.14371  -5.66117
O  -1.58242  0.25061  -6.48818
O  -0.02546  -4.09172  0.80359
P  -0.04367  0.07774  -6.13591
H  -0.75613  -5.08940  -2.44948
H  1.00157  5.04545  7.31252
H  0.07837  2.62375  -8.29271
H  2.06589  0.14683  -4.18319
C  -2.31962  1.40250  -6.06510

What are the Mulliken partial charges on each atom? They are as follows, in elementary charge units: 0.369, 0.282, 0.272, 0.305, 0.311, -0.044, -0.105, 0.345, -0.197, 0.237, -0.129, -0.095, 0.265, -0.127, -0.041, 0.067, 0.259, -0.584, 0.234, -0.134, -0.124, -0.366, -0.205, -0.119, -0.271, -0.250, -0.718, 0.284, -0.365, -0.624, 0.258, -0.316, -0.431, 0.053, -0.600, -0.136, 0.373, 0.267, -0.393, 0.188, -0.465, 0.637, 0.274, -0.696, 0.238, -0.169, 0.839, -0.136, 0.248, -0.166, -0.581, -0.325, 0.284, 0.267, -0.279, -0.381, 0.658, 0.628, -0.264, 0.287, -0.746, 0.323, 0.345, -0.288, 0.261, 0.772, 0.208, 0.263, 0.264, 0.384, -0.679

***

No. 2
Here is 2 unconnected molecules or ions with the total composition H5N2OPS from OMol25. Energies are from wB97M-V/def2-TZVPD.

Output
**Molecular weight**: 112.1 g/mol
**Multiplicity**: 1
**ΔE to the lowest compared entry with this formula, charge and spin**: 63.7 kcal per mole
**Structure (SMILES)**: NP=O.NS

CARTESIAN COORDINATES (ANGSTROEM)
S  2.59555  0.34560  1.13602
H  3.76242  -0.43748  -0.51316
N  -3.16141  -0.73699  -0.07673
O  -2.26067  1.54405  -0.00767
H  -3.07864  -1.69290  0.10183
H  3.43106  0.85909  -1.00868
H  1.45208  -0.10005  0.88901
N  2.99195  0.09682  -0.51101
P  -1.98391  0.23020  0.54802
H  -3.74842  -0.10833  -0.55763

What are the natural (NBO) partial charges on each atom? They are as follows, in elementary charge units: 0.154, 0.345, -1.199, -1.052, 0.415, 0.360, 0.084, -0.945, 1.407, 0.432

***

No. 3
Here is a molecular structure, C3F9KO9S3 from OMol25. Energies are from wB97M-V/def2-TZVPD.

Output
**Molecular weight**: 486.3 g/mol
**Multiplicity**: 1
**Total charge**: -2
**ΔE to the lowest compared entry with this formula, charge and spin**: 90.2 kcal per mole

CARTESIAN COORDINATES (ANGSTROEM)
O  -1.53944  -4.42149  -1.91774
O  5.88014  4.34477  -2.62534
C  -2.65151  -6.77159  -0.80296
O  -0.15311  -6.43351  -2.03049
F  -3.97120  -6.35843  -0.85070
O  -1.76434  1.90282  4.25972
S  5.01166  5.07164  -3.60540
S  -2.99275  1.08802  4.44755
F  5.63801  7.51471  -2.77435
F  -2.66329  -8.09608  -1.14356
K  -0.56642  1.63872  -1.51459
F  -3.37838  -1.28743  5.60767
C  4.67857  6.74069  -2.66342
O  -2.06847  -6.21483  -3.42362
F  3.52471  7.35440  -3.04736
F  4.54760  6.46897  -1.32405
O  -3.77960  1.59629  5.56634
F  -1.85265  -1.38212  4.01423
F  -2.17974  -6.58381  0.38734
O  5.65371  5.37237  -4.88350
C  -2.34830  -0.64409  5.06037
O  -3.70910  0.84389  3.15823
S  -1.52896  -5.84937  -2.16961
F  -1.42930  -0.40724  6.03529
O  3.64216  4.51269  -3.76003

What are the natural (NBO) partial charges on each atom? They are as follows, in elementary charge units: -1.004, -0.985, 0.731, -1.011, -0.354, -1.014, 2.260, 2.261, -0.297, -0.345, 0.998, -0.326, 0.722, -1.003, -0.349, -0.354, -0.985, -0.332, -0.307, -0.980, 0.725, -0.997, 2.293, -0.331, -1.016

***

Which value of multiplicity does entry 1 give? 1

***

What is the formula in the first record? C13H31Cl12O12P3

***

Among the records above, which one has the lowest molecular weight? H5N2OPS